(1)
C22H56N6O14V | ωB97M-V/def2-TZVPD

Values from the calculation:
* HOMO level (spin up / spin down): -2.09 / -5.55 eV
* <S²>: 2.018
* E_tot: -87003.527 eV
* multiplicity: 3
* orbital gap (spin up / spin down): 0.168 / 0.296 hartree
* net charge: -1
* LUMO (spin up / spin down): 0.09167 / 0.09141 Ha

Geometry as XYZ:
```
99
C22H56N6O14V (ωB97M-V/def2-TZVPD)
O -8.499 14.171 10.175
V -8.072 14.490 11.615
N -10.041 11.979 13.082
O -9.244 12.772 12.608
O -9.952 10.778 12.771
O -10.819 12.436 13.881
N -5.905 16.834 10.726
O -4.812 16.859 10.230
O -6.494 15.813 10.956
O -6.482 17.835 10.954
C -7.948 11.041 9.413
O -6.919 12.080 9.344
C -5.736 11.638 10.143
C -5.291 12.743 11.102
N -6.300 12.974 12.101
C -5.560 13.624 13.239
C -6.564 13.998 14.339
O -7.570 14.953 13.796
C -8.593 15.324 14.729
H -8.611 11.039 8.548
H -8.530 11.070 10.335
H -7.530 10.042 9.285
H -4.968 11.478 9.387
H -5.819 10.717 10.720
H -5.066 13.548 10.403
H -4.282 12.442 11.386
H -6.555 12.107 12.552
H -5.168 14.571 12.868
H -4.748 13.018 13.640
H -5.941 14.480 15.093
H -7.034 13.067 14.655
H -9.013 16.300 14.487
H -8.305 15.409 15.777
H -9.381 14.577 14.641
C -10.471 16.415 8.158
O -10.268 17.252 9.244
C -9.338 18.296 9.063
C -9.465 19.527 10.027
N -9.110 19.099 11.382
C -9.256 20.081 12.428
C -8.873 19.364 13.748
O -7.685 19.942 14.297
C -6.453 19.489 13.698
H -9.726 15.621 8.123
H -10.580 17.028 7.264
H -11.453 15.991 8.367
H -9.381 18.558 8.006
H -8.348 17.851 9.158
H -10.490 19.893 9.974
H -8.829 20.322 9.639
H -8.125 18.887 11.306
H -10.287 20.433 12.396
H -8.420 20.778 12.373
H -8.846 18.278 13.651
H -9.755 19.610 14.339
H -5.621 19.952 14.228
H -6.236 19.751 12.662
H -6.356 18.408 13.798
C -10.947 11.172 6.514
O -9.643 11.844 6.381
C -9.814 13.048 5.635
C -8.418 13.806 5.506
N -8.040 14.134 6.863
C -6.977 15.028 7.071
C -5.645 14.454 6.930
O -5.306 13.839 5.588
C -3.956 13.718 5.256
H -11.458 11.838 7.210
H -10.939 10.160 6.919
H -11.397 11.106 5.524
H -10.485 13.772 6.097
H -10.351 12.800 4.719
H -8.632 14.691 4.906
H -7.633 13.195 5.061
H -7.917 13.259 7.351
H -7.150 15.451 8.061
H -7.258 15.964 6.586
H -5.377 13.701 7.671
H -4.938 15.253 7.154
H -3.434 12.813 5.567
H -3.278 14.548 5.452
H -3.881 13.618 4.173
C -11.544 17.294 12.659
C -10.815 15.939 12.299
C -11.714 15.108 11.353
O -10.910 14.001 10.910
C -11.679 12.890 10.413
N -9.453 16.294 11.863
H -12.602 17.170 12.891
H -11.292 17.812 11.733
H -11.057 17.798 13.493
H -10.778 15.453 13.274
H -12.012 15.778 10.546
H -12.567 14.810 11.962
H -11.152 11.945 10.278
H -11.962 13.084 9.378
H -12.612 12.709 10.945
H -9.243 17.121 12.403
H -9.693 16.742 10.990
```

(2)
C22H58BO28 | ωB97M-V/def2-TZVPD

Values from the calculation:
* HOMO level: -7.56 eV
* E_tot: -81762.237 eV
* multiplicity: 1
* orbital gap: 0.323 hartree
* net charge: -1
* LUMO: 0.04500 Ha
* energy relative to the best compared isomer or geometry (same formula, charge and spin): 0.567 eV

Geometry as XYZ:
```
109
C22H58BO28 (ωB97M-V/def2-TZVPD)
O 1.223 4.053 -1.026
C 1.074 2.935 -0.587
O 0.311 2.056 -1.161
B 0.375 0.854 -0.361
O 1.088 1.160 0.871
C 1.505 2.419 0.776
O 2.024 3.084 1.657
O 1.134 -0.162 -1.161
C 0.402 -1.126 -1.476
O 0.752 -2.021 -2.240
C -1.014 -0.862 -0.823
O -0.913 0.176 -0.052
O -2.018 -1.617 -0.928
O 3.561 -3.217 -0.778
H 4.197 -2.504 -0.718
H 2.820 -2.837 -1.250
O 2.574 6.828 -1.690
H 2.396 5.914 -1.468
H 3.512 6.850 -1.880
C 5.232 3.192 1.897
C 5.848 1.898 1.336
O 4.893 0.980 1.335
O 4.619 3.242 3.190
H 4.554 3.693 1.206
H 6.086 3.860 2.010
H 6.701 1.550 1.918
H 6.061 2.175 0.304
H 4.630 0.998 2.258
H 3.708 3.520 3.066
C -5.352 1.963 -0.449
C -4.460 1.248 -1.475
O -4.698 1.758 -2.815
O -6.684 1.464 -0.484
H -5.538 3.032 -0.557
H -5.026 1.850 0.585
H -4.298 0.172 -1.548
H -3.459 1.603 -1.230
H -4.697 2.716 -2.751
H -6.544 0.515 -0.529
C 4.244 -0.549 5.363
C 2.880 -0.326 4.623
O 3.080 0.815 3.784
O 4.344 0.659 6.187
H 5.068 -0.709 4.667
H 4.261 -1.374 6.076
H 2.102 -0.221 5.378
H 2.537 -1.260 4.179
H 2.233 1.178 3.515
H 4.132 1.424 5.646
C 0.012 5.787 3.010
C 0.766 5.063 4.143
O 0.559 3.627 3.914
O -1.442 5.842 3.227
H 0.242 5.315 2.054
H 0.440 6.789 2.997
H 0.227 5.391 5.032
H 1.830 5.284 4.231
H 0.958 3.311 3.100
H -1.809 4.959 3.308
C -3.668 -2.088 -3.805
C -3.477 -3.537 -3.268
O -3.551 -3.554 -1.779
O -5.058 -1.561 -3.862
H -3.237 -2.048 -4.805
H -3.120 -1.378 -3.186
H -2.540 -3.999 -3.577
H -4.266 -4.245 -3.520
H -2.860 -3.022 -1.378
H -4.824 -0.685 -4.176
C -1.869 1.866 2.722
C -2.293 2.856 1.668
O -3.476 3.560 1.814
O -2.050 2.474 3.982
H -0.844 1.508 2.616
H -2.487 0.974 2.614
H -2.410 2.361 0.703
H -1.563 3.644 1.485
H -3.608 3.476 2.761
H -1.276 2.303 4.524
C -0.617 -0.617 -5.027
C -0.281 0.739 -4.585
O -1.350 1.345 -3.821
O -1.447 -0.590 -6.164
H -0.900 -1.246 -4.184
H 0.308 -1.107 -5.331
H 0.005 1.396 -5.406
H 0.589 0.746 -3.928
H -1.104 1.785 -3.004
H -0.912 -0.682 -6.956
C 1.605 -6.976 -3.399
C 1.582 -5.705 -2.531
O 2.217 -4.645 -3.238
O 0.762 -6.842 -4.562
H 1.461 -7.993 -3.034
H 2.650 -7.041 -3.701
H 2.203 -5.971 -1.675
H 0.521 -5.537 -2.345
H 1.835 -3.821 -2.927
H 1.251 -6.156 -5.022
C -1.484 -5.036 0.313
C -1.394 -5.114 1.867
O -2.191 -6.140 2.355
O -0.858 -6.112 -0.251
H -0.926 -4.144 0.028
H -2.509 -5.153 -0.041
H -1.784 -4.225 2.363
H -0.388 -5.255 2.262
H -2.135 -6.376 3.284
H -1.473 -6.849 -0.280
```

(3)
C22H58BeN4O6 | ωB97M-V/def2-TZVPD

Values from the calculation:
* HOMO level: -7.67 eV
* E_tot: -42400.157 eV
* multiplicity: 1
* orbital gap: 0.298 hartree
* net charge: 0
* LUMO: 0.01631 Ha

Geometry as XYZ:
```
91
C22H58BeN4O6 (ωB97M-V/def2-TZVPD)
Be 1.053 -0.408 1.782
C 3.724 -2.598 0.896
C 3.461 -1.754 2.173
C 4.741 -0.957 2.492
O 2.468 -0.801 2.073
H 3.126 -3.510 0.821
H 4.777 -2.951 0.960
H 3.654 -1.929 0.003
H 3.208 -2.437 2.926
H 5.054 -0.480 1.533
H 5.576 -1.581 2.867
H 4.375 -0.199 3.174
C 4.136 5.043 -1.496
C 2.896 6.063 -1.696
C 1.521 5.668 -1.327
O 3.318 7.328 -1.032
H 3.903 4.075 -1.963
H 4.405 4.963 -0.433
H 4.913 5.621 -1.963
H 3.042 6.266 -2.774
H 1.301 4.589 -1.231
H 0.906 6.213 -2.082
H 1.218 6.051 -0.351
C -5.116 1.625 -1.637
C -4.010 0.610 -1.515
C -4.490 -0.735 -1.968
O -4.571 -0.727 -3.346
C -4.925 -1.978 -3.992
N -2.725 1.005 -2.084
H -5.457 1.645 -2.651
H -4.651 2.633 -1.385
H -5.919 1.381 -0.945
H -3.878 0.538 -0.460
H -5.507 -0.928 -1.563
H -3.854 -1.537 -1.634
H -4.111 -2.708 -3.894
H -5.168 -1.812 -5.085
H -5.797 -2.481 -3.640
H -2.012 0.895 -1.369
H -2.438 0.466 -2.891
C 0.577 -4.060 2.407
C -0.288 -3.931 1.173
C 0.431 -3.814 -0.162
O -0.524 -3.268 -1.098
C -0.258 -3.688 -2.403
N -1.357 -4.962 1.221
H 1.469 -4.639 2.140
H -0.041 -4.516 3.168
H 0.808 -3.114 2.799
H -0.752 -2.985 1.372
H 0.855 -4.727 -0.491
H 1.277 -3.117 -0.007
H -1.173 -3.471 -2.947
H -0.080 -4.837 -2.448
H 0.651 -3.210 -2.881
H -2.156 -4.670 0.661
H -1.037 -5.838 0.878
C 2.261 0.359 -2.098
C 2.089 0.594 -0.574
C 1.938 2.024 -0.160
O 2.030 2.097 1.263
C 1.770 3.338 1.820
N 0.777 -0.033 -0.038
H 1.488 0.918 -2.640
H 2.430 -0.706 -2.341
H 3.212 0.889 -2.359
H 2.875 0.155 0.005
H 0.989 2.442 -0.557
H 2.757 2.660 -0.603
H 1.943 3.424 2.864
H 0.683 3.647 1.672
H 2.287 4.165 1.258
H 0.486 -0.953 -0.484
H 0.041 0.628 -0.264
C -1.977 1.017 3.708
C -1.565 -0.072 2.687
C -2.104 0.211 1.296
O -2.050 -0.899 0.425
C -2.918 -1.939 0.690
N -0.122 -0.283 2.830
H -1.690 0.615 4.678
H -3.046 1.225 3.702
H -1.471 2.018 3.603
H -2.075 -0.928 3.130
H -1.584 1.104 0.871
H -3.197 0.528 1.468
H -3.993 -1.736 0.520
H -2.843 -2.363 1.763
H -2.723 -2.711 -0.103
H 0.142 -0.499 3.793
H 2.608 7.744 -0.500
```